[1]
Density functional theory data (ωB97M-V/def2-TZVPD) for a single C14H29NO4 molecule in a non-equilibrium geometry.

HOMO level, eV: -9.4
Total energy, eV: -24666.8999
Energy relative to the best compared isomer or geometry (same formula, charge and spin), eV: 0.000
Largest force on an atom, hartree/bohr: 0.0980
Gap between HOMO and LUMO, eV: 10.07

The geometry in XYZ format:
```
48
Properties=species:S:1:pos:R:3:forces:R:3:lowdin_charge:R:1
C -3.0371 -1.7181 -0.1735 -0.169 -0.449 0.118 -0.0946
O -2.2637 -0.5965 0.1851 0.294 0.294 0.023 -0.1671
C -2.6477 0.5925 -0.4992 -0.647 -0.223 -0.513 -0.3326
C -2.3749 1.8312 0.3484 -0.120 -0.730 0.869 -0.1171
C -1.1672 1.7203 1.2943 0.439 1.013 -0.214 -0.1846
C -1.5046 2.0732 2.7340 0.230 -0.225 -0.022 -0.2647
O -0.3672 2.4849 3.4749 0.338 -0.037 0.195 -0.0697
C -2.0807 0.6481 -1.9300 -0.164 0.813 0.343 -0.3269
N -2.9140 1.5387 -2.7799 -0.162 -0.250 0.291 0.0484
C -0.6108 1.1230 -2.0026 -0.434 -0.515 -0.921 -0.1316
C 0.2562 0.1564 -2.8420 1.018 0.453 0.420 -0.1706
C 1.3764 -0.5804 -2.0673 -0.773 -0.668 -0.405 -0.1931
C 1.0818 -0.8470 -0.5992 0.797 -0.206 0.394 -0.2099
C 1.9557 -1.9744 -0.0165 -0.423 0.269 0.376 -0.1656
C 2.1147 -1.7459 1.4754 0.573 -0.249 0.015 -0.1800
O 3.1860 -2.5500 2.0434 -0.754 0.055 -0.356 -0.0272
C 4.1843 -1.7434 2.5168 -0.042 -0.508 -4.252 -0.5917
C 5.0672 -1.1133 1.4652 -0.457 0.224 -0.057 0.0237
O 4.3499 -1.5846 3.6401 0.662 0.509 4.968 0.1882
H -3.5942 -1.5848 -1.1019 0.013 0.152 -0.064 0.0860
H -2.4010 -2.5912 -0.3100 0.234 0.025 0.013 0.0880
H -3.7513 -1.9690 0.6161 -0.047 0.151 0.033 0.0916
H -3.7364 0.5272 -0.6133 -0.089 0.105 -0.126 0.1363
H -3.2529 1.9691 0.9802 -0.109 0.014 0.057 0.1140
H -2.3247 2.7330 -0.2542 0.152 0.024 -0.263 0.1200
H -0.6473 0.7675 1.2456 -0.221 -0.184 -0.031 0.0993
H -0.4374 2.4774 0.9838 0.109 -0.019 -0.097 0.1127
H -2.2338 2.8823 2.7791 -0.149 0.039 -0.113 0.1139
H -1.9174 1.1960 3.2327 -0.214 -0.009 0.089 0.1215
H 0.4070 2.5502 2.9034 -0.257 -0.039 0.016 0.0750
H -2.2056 -0.3406 -2.3607 0.309 -0.250 0.010 0.1251
H -3.3462 2.2428 -2.1848 0.112 0.130 -0.194 0.0646
H -3.6914 1.0000 -3.1489 0.000 0.074 -0.026 0.0701
H -0.1882 1.3557 -1.0302 0.085 -0.294 0.088 0.0859
H -0.6456 2.0583 -2.5521 -0.038 0.238 0.086 0.1059
H 0.7445 0.7376 -3.6222 0.029 0.009 -0.154 0.1007
H -0.3307 -0.5812 -3.3782 -0.419 -0.037 0.112 0.1013
H 1.4943 -1.5573 -2.5426 0.106 -0.058 -0.110 0.1073
H 2.3371 -0.0925 -2.2073 0.119 0.234 0.268 0.1088
H 1.3270 0.0408 -0.0117 -0.214 0.234 -0.064 0.1003
H 0.0396 -1.0827 -0.3879 -0.137 0.131 -0.256 0.1053
H 2.9370 -2.0200 -0.4863 0.081 0.086 -0.054 0.1119
H 1.4684 -2.9372 -0.1503 0.085 -0.198 -0.252 0.1189
H 1.1992 -1.9630 2.0230 -0.025 -0.141 0.039 0.1345
H 2.3519 -0.7007 1.6761 -0.079 0.174 -0.059 0.1152
H 4.4549 -0.5235 0.7851 -0.020 -0.045 -0.205 0.0767
H 5.7510 -0.4403 1.9606 0.298 0.019 0.050 0.0848
H 5.5883 -1.8688 0.8896 0.080 -0.136 -0.069 0.0912
```
Positions in Å, forces in eV/Å.



[2]
Density functional theory data (ωB97M-V/def2-TZVPD) for 4 unconnected molecules or ions with the total composition C18H31N4O11 in a non-equilibrium geometry.

HOMO level, eV: -12.6
Total energy, eV: -47645.5684
Largest force on an atom, hartree/bohr: 0.0424
Gap between HOMO and LUMO, eV: 9.52
Total charge: +1

The geometry in XYZ format:
```
64
Properties=species:S:1:pos:R:3:forces:R:3:lowdin_charge:R:1
N -3.2655 3.0723 4.2114 0.134 0.136 -0.126 0.1055
C -2.6695 2.2946 3.1595 -0.528 0.789 0.214 -0.4873
O -1.9288 1.3982 3.4128 1.012 -1.231 -0.332 0.1062
C -3.0536 2.7526 1.7843 -0.577 -0.725 0.019 -0.0953
C -3.3168 1.6765 0.7254 0.808 0.886 0.081 -0.1006
C -2.2027 1.2480 -0.1995 -0.405 -0.681 -1.112 -0.2638
N -1.6804 2.3450 -1.0513 -0.222 -0.227 0.193 0.1766
C -0.5409 2.7216 -0.3831 -0.584 0.647 -1.151 -0.4178
N 0.1284 3.7683 -0.7658 0.678 0.718 -0.135 0.2709
N -0.2475 1.9455 0.6330 0.990 -0.948 0.412 0.1911
C -0.9378 0.6845 0.3415 -0.805 -1.173 1.655 -0.2404
C -0.2072 -0.3746 -0.4892 0.942 1.205 -0.070 -0.0974
C 1.0234 0.1127 -1.2651 -0.836 -0.218 -0.382 -0.1490
C 0.8117 -0.0638 -2.7475 0.929 -0.083 0.269 -0.2561
O 1.7967 0.7116 -3.4198 -0.395 0.298 -0.221 -0.0608
H -2.4914 3.2993 4.8261 0.060 0.154 0.279 0.0902
H -3.7986 2.4025 4.7574 -0.346 0.057 0.151 0.0976
H -3.9777 3.2761 1.9209 -0.460 0.521 0.044 0.1129
H -2.3358 3.4942 1.4795 0.367 0.417 -0.206 0.1181
H -4.0650 2.0919 0.0779 -0.484 0.167 -0.444 0.1202
H -3.7613 0.8036 1.1542 -0.160 -0.638 0.470 0.1274
H -2.6162 0.4473 -0.7846 -0.398 -0.034 -0.813 0.1538
H -1.4634 1.9742 -1.9698 -0.107 0.486 -0.390 0.1547
H -0.0756 4.2000 -1.6460 -0.335 0.283 -0.131 0.1447
H 0.8890 4.1585 -0.2410 0.311 -0.157 0.091 0.1462
H 0.7403 1.8885 0.8326 0.073 0.185 0.594 0.1725
H -1.2773 0.1431 1.1984 0.359 0.148 1.309 0.1372
H 0.1240 -1.1496 0.1646 -0.035 -0.567 0.552 0.1120
H -0.9211 -0.8243 -1.1510 -0.328 -0.336 -0.390 0.0926
H 1.2917 1.1398 -1.0725 0.061 0.466 0.040 0.0917
H 1.8722 -0.4770 -0.9949 0.664 -0.280 0.276 0.1203
H -0.2010 0.1764 -3.0459 -0.375 0.328 -0.199 0.1154
H 0.9761 -1.1086 -2.9463 -0.238 -0.566 -0.378 0.1160
H 1.4908 0.8191 -4.3240 0.242 0.003 -0.201 0.0907
C 0.8485 -1.5545 5.1652 0.063 0.170 0.000 -0.1096
C -0.3837 -1.1314 4.3886 0.122 0.032 0.121 -0.1350
O -0.8451 -2.3766 3.8541 0.102 0.014 0.050 0.0444
C -0.3694 -3.3768 4.6487 -0.091 -0.172 -0.047 -0.5710
O -0.7067 -4.5106 4.5731 -0.090 -0.023 -0.120 0.1713
O 0.5345 -2.9009 5.5285 0.024 0.184 -0.022 0.0726
H 1.0247 -0.9491 6.0491 -0.032 -0.144 0.137 0.1344
H 1.7515 -1.5582 4.5520 -0.014 -0.029 -0.038 0.1328
H -1.1588 -0.7112 5.0282 -0.013 0.007 0.015 0.1276
H -0.1663 -0.4265 3.5937 -0.076 -0.073 -0.145 0.1039
C 5.2205 0.6345 -3.9894 -0.100 -0.067 0.005 -0.1287
C 5.5168 1.2025 -5.3627 -0.044 -0.064 -0.038 -0.1187
O 6.5055 2.1947 -5.0735 -0.087 -0.109 0.074 0.0594
C 7.1181 1.8588 -3.9070 -0.126 -0.076 -0.082 -0.5676
O 8.0863 2.3837 -3.4788 0.166 0.112 0.096 0.1794
O 6.4573 0.8375 -3.2995 -0.066 0.049 -0.149 0.0567
H 4.9616 -0.4205 -4.0124 0.147 -0.055 0.102 0.1319
H 4.4329 1.1805 -3.4689 -0.016 0.026 -0.033 0.1129
H 5.9455 0.4619 -6.0394 0.037 -0.020 0.032 0.1341
H 4.6477 1.6514 -5.8361 0.078 0.190 0.004 0.1275
C -2.8009 -5.2274 -0.6104 -0.076 -0.121 0.078 -0.0960
C -2.6808 -4.1004 0.3903 -0.063 0.018 0.067 -0.0970
O -1.5492 -3.3627 -0.1173 -0.234 -0.092 -0.050 0.0437
C -1.4463 -3.6313 -1.4415 -0.044 -0.184 0.019 -0.5764
O -0.7253 -3.0516 -2.1909 0.173 0.305 -0.065 0.1505
O -2.2636 -4.6313 -1.8022 -0.086 -0.066 0.120 0.0794
H -3.8246 -5.5505 -0.7707 -0.008 0.068 -0.200 0.1366
H -2.1922 -6.0914 -0.3442 0.058 0.032 -0.007 0.1390
H -3.5543 -3.4451 0.3936 0.037 0.000 -0.074 0.1327
H -2.4933 -4.4460 1.3974 0.248 0.059 0.181 0.1335
```
Positions in Å, forces in eV/Å.



[3]
Density functional theory data (ωB97M-V/def2-TZVPD) for 2 unconnected molecules or ions with the total composition C4H6NO in a non-equilibrium geometry.

HOMO level, eV: -2.0
Total energy, eV: -7777.9301
Energy relative to the best compared isomer or geometry (same formula, charge and spin), eV: 2.505
Largest force on an atom, hartree/bohr: 0.0220
Gap between HOMO and LUMO, eV: 5.99
Total charge: -1

The geometry in XYZ format:
```
12
Properties=species:S:1:pos:R:3:forces:R:3:lowdin_charge:R:1
C -2.7247 -1.6747 1.2996 -0.122 0.017 0.104 -0.0412
C -2.0063 -0.9459 0.6795 -0.113 -0.218 0.163 -0.0086
C 1.2897 1.5629 0.3417 0.509 0.218 0.653 -0.1014
C 0.4575 -0.0576 -1.1361 0.042 -0.860 -0.737 -0.1610
N 0.5271 1.2121 -0.6802 -0.227 0.487 0.122 -0.5161
O -0.2492 2.1064 -1.2151 -0.071 -0.020 -0.094 -0.2113
H -3.3574 -2.2990 1.8630 -0.267 -0.223 0.206 -0.0229
H 1.1631 2.5336 0.7822 -0.144 0.150 -0.170 0.0224
H 1.9112 0.8250 0.8208 -0.012 -0.175 -0.094 0.0214
H -1.2834 -0.4295 0.0806 0.451 0.372 -0.391 -0.0359
H 1.2749 -0.7121 -0.8560 -0.004 0.057 0.169 0.0264
H 0.0745 -0.1665 -2.1430 -0.042 0.196 0.069 0.0282
```
Positions in Å, forces in eV/Å.



[4]
Density functional theory data (ωB97M-V/def2-TZVPD) for a molecular structure, C5H10LuMgO3 in a non-equilibrium geometry.

HOMO level, eV: -8.9
Total energy, eV: -50546.2942
Energy relative to the best compared isomer or geometry (same formula, charge and spin), eV: 0.346
Largest force on an atom, hartree/bohr: 0.0596
Gap between HOMO and LUMO, eV: 3.65
Total charge: +1

The geometry in XYZ format:
```
20
Properties=species:S:1:pos:R:3:forces:R:3:lowdin_charge:R:1
O -0.2240 -1.4848 -0.9099 -0.469 -0.160 2.372 -0.3987
C -0.9060 -0.5061 -1.6317 0.189 0.984 -0.851 -0.3085
C -1.9308 0.2577 -0.8008 -0.565 -0.213 -0.827 -0.1789
O -1.3001 0.5271 0.4523 0.555 -1.027 0.361 -0.4502
C -1.5328 1.7571 1.1075 -0.074 0.993 -0.024 -0.0794
Lu -0.0739 -1.1932 1.1376 0.460 0.124 -2.057 1.7908
H -1.4186 -0.9055 -2.5247 0.302 0.019 0.292 0.1363
H -0.1429 0.2339 -1.9435 -0.429 -0.181 -0.283 0.1216
H -2.8408 -0.3315 -0.6092 0.203 0.085 -0.002 0.1374
H -2.2329 1.1938 -1.2922 0.216 -0.219 0.157 0.1460
H -1.3302 1.5603 2.1669 -0.482 0.417 -0.095 0.0875
H -0.8014 2.5022 0.7626 -0.162 -0.156 0.044 0.0485
H -2.5489 2.0910 0.8503 0.241 -0.079 0.630 0.1133
C 2.1819 -1.8618 0.9641 -0.520 -0.322 -1.160 -0.2489
C 2.4842 -0.8629 -0.0179 1.841 1.014 2.232 -0.3888
O 2.7083 0.3099 0.4540 -0.459 -0.923 -1.121 -0.4342
Mg 2.4974 2.3119 0.3655 -0.365 -0.132 0.160 0.6354
H 2.5789 -1.6901 1.9734 0.028 -0.026 -0.476 0.0685
H 2.1262 -2.8883 0.5827 0.220 0.109 0.286 0.0606
H 2.7064 -1.0207 -1.0871 -0.733 -0.309 0.362 0.1419
```
Positions in Å, forces in eV/Å.



[5]
Density functional theory data (ωB97M-V/def2-TZVPD) for a single C4H5NO3 molecule in a non-equilibrium geometry.

HOMO level, eV: -10.7
Total energy, eV: -11855.1638
Energy relative to the best compared isomer or geometry (same formula, charge and spin), eV: 6.837
Largest force on an atom, hartree/bohr: 0.0808
Gap between HOMO and LUMO, eV: 10.78

The geometry in XYZ format:
```
13
Properties=species:S:1:pos:R:3:forces:R:3:lowdin_charge:R:1
C -1.6594 -2.3786 0.0245 -0.126 0.794 0.427 0.1473
C -1.0117 -1.3652 0.0417 0.896 -0.652 -0.428 -0.0633
C -0.1286 -0.2007 -0.2582 -0.365 -2.172 0.465 -0.2359
O 0.9201 -0.0881 0.6740 -1.815 0.453 -1.727 -0.1021
C 1.9395 0.8188 0.2057 -1.780 -0.793 3.669 -0.0326
N -1.2296 0.9460 -0.0765 0.278 1.434 -0.832 -0.3343
O -2.2436 0.9194 -0.7652 1.414 -0.335 0.706 0.0743
O -0.9553 1.7938 0.7489 -0.213 -0.599 -0.412 0.0951
H -2.3981 -3.1361 0.1382 0.170 -0.197 -0.083 0.0382
H 0.2349 -0.4248 -1.3397 -0.714 1.454 1.526 0.1980
H 1.6226 1.7900 0.1116 -1.419 2.243 -1.066 0.0666
H 2.3903 0.4000 -0.5793 2.081 -1.276 -3.127 0.0568
H 2.5190 0.9254 1.0744 1.592 -0.355 0.883 0.0919
```
Positions in Å, forces in eV/Å.



[6]
Density functional theory data (ωB97M-V/def2-TZVPD) for a single C4H2ClF2N molecule in a non-equilibrium geometry.

HOMO level, eV: -10.6
Total energy, eV: -23624.6968
Energy relative to the best compared isomer or geometry (same formula, charge and spin), eV: 1.445
Largest force on an atom, hartree/bohr: 0.1655
Gap between HOMO and LUMO, eV: 11.22

The geometry in XYZ format:
```
10
Properties=species:S:1:pos:R:3:forces:R:3:lowdin_charge:R:1
N 1.1248 -2.0260 1.3824 1.208 6.215 -5.685 0.1398
C 1.2287 -1.0831 0.5815 -2.012 -4.485 5.442 -0.1501
C 0.7975 0.1640 -0.1579 -1.280 -4.918 1.193 -0.1014
C -0.7455 -0.1384 -0.7729 2.019 5.278 -1.556 -0.5881
Cl -1.6222 -1.5023 -0.4447 -0.604 -1.369 0.342 0.7588
C -0.3671 0.8958 0.3438 0.213 -2.979 -1.720 -0.5906
F -0.3004 2.1631 -0.0343 -0.876 0.929 0.796 0.1445
F -0.7586 0.5451 1.5586 -0.532 1.337 0.595 0.1341
H 1.5941 0.5855 -0.6435 1.268 1.368 -1.743 0.1011
H -0.9513 0.3962 -1.8129 0.597 -1.376 2.336 0.1518
```
Positions in Å, forces in eV/Å.